a:
A molecular structure, C4H10O2, computed with ωB97M-V with the def2-TZVPD basis set.

CARTESIAN COORDINATES (ANGSTROEM)
C (-1.67673, -0.90367, 0.13760)
C (-0.54919, 0.10579, -0.12327)
C (0.62910, -0.58429, -0.80018)
O (1.50085, 0.43139, -1.31026)
C (-0.29063, 0.74927, 1.22208)
O (1.35016, 1.61210, 1.06883)
H (-2.07911, -1.28693, -0.80517)
H (-1.31709, -1.75567, 0.72664)
H (-2.49837, -0.43903, 0.69099)
H (-0.92361, 0.85351, -0.83782)
H (0.28400, -1.21258, -1.63345)
H (1.15619, -1.22222, -0.07646)
H (2.35540, 0.03754, -1.51814)
H (0.47172, 2.09801, 1.22946)
H (0.07220, -0.01300, 1.92400)
H (1.51511, 1.52981, 0.10514)

Its LUMO energy is 0.64 eV. As for the HOMO energy: -8.002 eV. Its charge is 0. The frontier orbital gap is 8.65 eV.

---

b:
2 unconnected molecules or ions with the total composition C4H10O2, computed with ωB97M-V with the def2-TZVPD basis set.

CARTESIAN COORDINATES (ANGSTROEM)
C (2.76384, -1.99270, -0.07507)
C (1.86466, -2.86683, 0.79191)
O (0.80516, -2.63878, 1.30005)
H (3.71721, -2.35042, 0.32769)
H (2.75184, -2.36388, -1.09646)
H (2.77929, -0.91566, 0.03178)
H (2.42104, -3.79327, 1.05756)
C (-1.22983, 1.27570, -0.33764)
C (-2.13575, 2.46975, -0.10679)
O (-2.02649, 3.38000, -1.20015)
H (-1.05279, 0.64165, 0.53203)
H (-0.26946, 1.53842, -0.78832)
H (-1.66396, 0.58596, -1.07579)
H (-3.19187, 2.22606, -0.00594)
H (-1.77638, 2.97028, 0.79440)
H (-1.43910, 2.97369, -1.83790)

Its LUMO energy is 0.85 eV. As for the HOMO energy: -10.063 eV. Its charge is 0. The frontier orbital gap is 10.91 eV. The SMILES is CC=O.CCO.

---

c:
A single C4H10O2 molecule, computed with ωB97M-V with the def2-TZVPD basis set.

CARTESIAN COORDINATES (ANGSTROEM)
C (1.41527, 0.30159, 1.51254)
C (0.78334, -0.37538, 0.30269)
O (0.03361, -1.51331, 0.78120)
C (-0.17873, 0.54695, -0.44958)
C (-1.44458, -0.13119, -0.95498)
O (-2.26588, 0.79833, -1.67029)
H (2.25303, 0.96635, 1.29341)
H (0.62931, 0.81509, 2.07339)
H (1.75077, -0.47143, 2.20465)
H (1.55223, -0.74221, -0.36977)
H (0.56057, -2.28934, 0.57955)
H (0.31663, 0.99580, -1.31334)
H (-0.44602, 1.39907, 0.16402)
H (-2.04835, -0.47168, -0.11990)
H (-1.15925, -0.95502, -1.61929)
H (-1.75194, 1.12638, -2.41431)

Its LUMO energy is 0.78 eV. As for the HOMO energy: -10.029 eV. Its charge is 0. The frontier orbital gap is 10.81 eV. The SMILES is C[C@@H](O)CCO.

---

d:
A molecular structure, C4H10O2, computed with ωB97M-V with the def2-TZVPD basis set.

CARTESIAN COORDINATES (ANGSTROEM)
C (-2.00350, 0.21847, 0.54657)
C (-0.60501, -0.27340, 0.25090)
O (-0.36070, -1.52930, 0.37058)
C (0.16804, 0.41885, -0.87686)
C (1.66248, 0.01511, -0.73476)
O (1.85320, -0.65292, 0.53411)
H (-2.37305, -0.26238, 1.45502)
H (-2.04398, 1.30596, 0.65731)
H (-2.65156, -0.07823, -0.28702)
H (0.13392, 0.41996, 1.33831)
H (1.04997, -1.38123, 0.47613)
H (0.03361, 1.50458, -0.84022)
H (-0.23445, 0.05077, -1.82600)
H (2.32643, 0.88322, -0.74750)
H (1.97422, -0.68100, -1.51492)
H (1.07039, 0.04153, 1.19836)

Its LUMO energy is 0.94 eV. As for the HOMO energy: -9.278 eV. Its charge is 0. The frontier orbital gap is 10.22 eV.

---

Which of them is most stable, and which least? Most stable: c; least stable: a.

---

a:
2 unconnected molecules or ions with the total composition C4H10O2, computed with ωB97M-V with the def2-TZVPD basis set.

CARTESIAN COORDINATES (ANGSTROEM)
C (-1.20121, -0.12194, -1.98438)
C (-0.30188, 0.68678, -1.05940)
C (0.65830, 0.31741, -0.18541)
C (1.31596, 1.23064, 0.80010)
O (0.89175, -1.06778, -0.07062)
H (-0.65115, -0.32931, -2.96300)
H (-2.09876, 0.51337, -2.24025)
H (-1.63274, -1.06600, -1.53015)
H (-0.23564, 1.77259, -1.35788)
H (0.78490, 0.94933, 1.68307)
H (1.19578, 2.33734, 0.44724)
H (2.32142, 0.86152, 0.90418)
H (1.81962, -1.35700, -0.16769)
O (-1.16317, -0.69293, 2.09976)
H (-1.66074, -1.51465, 2.15702)
H (-0.49836, -0.75897, 1.40888)

Its LUMO energy is 0.64 eV. As for the HOMO energy: -8.696 eV. Its charge is 0. The frontier orbital gap is 9.33 eV. The SMILES is C/C=C(/C)O.O.

---

b:
A single C4H10O2 molecule, computed with ωB97M-V with the def2-TZVPD basis set.

CARTESIAN COORDINATES (ANGSTROEM)
C (1.49976, 1.18108, 0.02538)
O (1.16357, -0.19011, 0.17054)
C (0.03943, -0.51501, -0.61960)
C (-0.29421, -1.99375, -0.36438)
C (-1.14739, 0.40699, -0.23766)
O (-1.13449, 1.74939, -0.77259)
H (2.02689, 1.48707, 0.92769)
H (2.11300, 1.34369, -0.87166)
H (0.60946, 1.79755, -0.10623)
H (0.29181, -0.40643, -1.68907)
H (0.54900, -2.64029, -0.63982)
H (-1.15695, -2.30829, -0.96159)
H (-0.52144, -2.19029, 0.69047)
H (-2.07559, -0.03529, -0.59299)
H (-1.13561, 0.41789, 0.86233)
H (-1.37577, 2.37524, -0.07394)

Its LUMO energy is 0.87 eV. As for the HOMO energy: -9.324 eV. Its charge is 0. The frontier orbital gap is 10.20 eV. The SMILES is CO[C@@H](C)CO.

---

c:
A single C4H10O2 molecule, computed with ωB97M-V with the def2-TZVPD basis set.

CARTESIAN COORDINATES (ANGSTROEM)
C (-0.34335, 1.42067, -1.64203)
O (0.21639, 1.50756, -0.32971)
C (0.92236, 0.25225, -0.07765)
C (-0.01810, -0.84123, 0.29461)
C (-0.76352, -0.52561, 1.60217)
O (0.73515, -2.07314, 0.28807)
H (0.47327, 1.22641, -2.42457)
H (-1.16263, 0.58374, -1.88240)
H (-0.92084, 2.34594, -1.86484)
H (1.65463, 0.38666, 0.69293)
H (1.37850, 0.00288, -1.03688)
H (-0.71883, -0.96311, -0.48454)
H (-1.44445, -1.31724, 1.95460)
H (-1.25833, 0.38213, 1.43419)
H (-0.05468, -0.38226, 2.44020)
H (1.30441, -2.00563, 1.03585)

Its LUMO energy is 0.99 eV. As for the HOMO energy: -9.854 eV. Its charge is 0. The frontier orbital gap is 10.84 eV. The SMILES is COC[C@H](C)O.

---

Which of them is most stable, and which least? Most stable: b; least stable: a.